[1]
The following is a DFT calculation (ωB97M-V/def2-TZVPD) of a 6-piece molecular cluster, C9H30N6O6 overall at a distorted geometry.

Atoms and positions in Å:
N (0.911, 0.782, -0.242)
C (-0.179, 0.313, 0.402)
N (-1.024, -0.388, -0.356)
O (-0.339, 0.477, 1.625)
H (1.555, 1.298, 0.350)
H (1.116, 0.892, -1.216)
H (-0.625, -0.832, -1.182)
H (-1.751, -0.906, 0.128)
N (-1.828, -1.160, 3.239)
C (-2.547, -2.043, 2.542)
N (-2.905, -3.113, 3.366)
O (-2.980, -1.929, 1.396)
H (-1.629, -1.356, 4.196)
H (-1.356, -0.425, 2.698)
H (-2.933, -2.993, 4.358)
H (-3.110, -4.007, 2.958)
N (4.046, 1.701, 3.644)
C (2.945, 1.501, 2.882)
N (2.069, 0.642, 3.364)
O (2.776, 2.122, 1.813)
H (4.661, 2.386, 3.237)
H (4.094, 1.365, 4.585)
H (2.171, 0.118, 4.214)
H (1.155, 0.593, 2.927)
C (-1.172, -4.010, -1.073)
C (0.226, -3.599, -1.535)
O (0.130, -2.238, -2.017)
H (-1.770, -4.594, -1.771)
H (-1.716, -3.156, -0.679)
H (-1.005, -4.714, -0.250)
H (0.636, -4.265, -2.296)
H (0.966, -3.569, -0.733)
H (0.431, -2.315, -2.928)
C (0.373, 3.831, -0.051)
C (1.652, 4.286, -0.738)
O (2.518, 3.166, -0.785)
H (-0.253, 3.140, -0.621)
H (-0.346, 4.650, 0.061)
H (0.535, 3.340, 0.908)
H (2.079, 5.119, -0.174)
H (1.384, 4.578, -1.753)
H (2.632, 2.940, 0.148)
C (-0.474, 0.782, -3.669)
C (-1.464, -0.310, -3.981)
O (-2.629, 0.443, -4.412)
H (-0.348, 1.334, -4.599)
H (0.471, 0.452, -3.232)
H (-0.836, 1.475, -2.908)
H (-1.833, -0.957, -3.185)
H (-1.129, -0.970, -4.785)
H (-3.354, 0.123, -3.871)

The calculation puts the frontier orbital gap at 0.360 Ha. Its energy relative to the best compared isomer or geometry (same formula, charge and spin) is 23.77 kcal/mol. The value obtained for the LUMO energy is 0.534 eV. As for the structure (SMILES): NC(N)=O.NC(N)=O.NC(N)=O.CCO.CCO.CCO. Its molecular weight is 318.37 g mol⁻¹.



[2]
The following is a DFT calculation (ωB97M-V/def2-TZVPD) of C9H31BBaN3O21P3 as an isolated structure at a distorted geometry.

Atoms and positions in Å:
Ba (0.777, -1.252, 0.662)
B (2.711, -3.245, -0.294)
H (2.332, -3.848, 0.517)
H (3.420, -2.514, 0.061)
H (3.293, -3.932, -0.888)
H (1.961, -2.774, -0.911)
N (3.155, 0.663, -1.794)
O (4.010, -0.183, -2.082)
O (3.076, 1.724, -2.447)
O (2.259, 0.315, -1.023)
N (-2.445, -2.482, 1.648)
O (-2.477, -1.392, 2.184)
O (-3.405, -3.121, 1.260)
O (-1.375, -2.868, 1.259)
N (2.385, -2.939, 3.612)
O (2.754, -2.477, 4.707)
O (3.041, -3.870, 3.149)
O (1.457, -2.569, 2.966)
C (0.663, -0.089, -4.561)
O (-0.536, -0.707, -4.262)
P (-0.784, -1.937, -3.312)
O (-0.241, -1.700, -1.927)
O (-0.097, -3.189, -3.994)
C (1.293, -3.351, -4.276)
O (-2.378, -2.183, -3.437)
C (-2.993, -3.481, -3.060)
H (0.518, 0.970, -4.348)
H (1.017, -0.077, -5.592)
H (1.418, -0.449, -3.861)
H (1.887, -2.838, -3.519)
H (1.625, -2.811, -5.163)
H (1.617, -4.389, -4.193)
H (-3.522, -3.749, -3.975)
H (-3.681, -3.394, -2.219)
H (-2.191, -4.199, -2.888)
C (0.005, 4.322, 2.838)
O (1.228, 3.589, 2.844)
P (1.320, 2.040, 3.346)
O (1.432, 1.045, 2.214)
O (2.557, 1.918, 4.468)
C (2.803, 0.769, 5.345)
O (-0.059, 1.854, 4.288)
C (-0.664, 0.607, 4.413)
H (0.025, 5.064, 3.636)
H (-0.888, 3.702, 2.911)
H (0.110, 4.945, 1.950)
H (2.495, 0.972, 6.371)
H (3.843, 0.450, 5.411)
H (2.342, -0.165, 5.022)
H (-1.632, 0.584, 3.912)
H (-0.845, 0.559, 5.486)
H (-0.106, -0.269, 4.082)
C (-2.226, 4.442, 0.180)
O (-1.736, 3.181, 0.626)
P (-1.897, 1.902, -0.366)
O (-1.209, 0.680, 0.103)
O (-3.489, 1.630, -0.507)
C (-3.882, 0.522, -1.343)
O (-1.418, 2.485, -1.825)
C (-0.039, 2.942, -2.016)
H (-1.510, 5.264, 0.185)
H (-3.130, 4.726, 0.720)
H (-2.639, 4.354, -0.825)
H (-4.015, 1.108, -2.252)
H (-4.876, 0.123, -1.141)
H (-3.155, -0.168, -1.773)
H (0.118, 2.793, -3.085)
H (0.610, 2.348, -1.373)
H (-0.018, 4.018, -1.842)

The calculation puts the frontier orbital gap (alpha / beta) at 0.285 / 0.130 Ha. The spin multiplicity is 2. The net charge is -1. The value obtained for the LUMO energy (alpha / beta) is 2.173 / -2.043 eV. Its molecular weight is 758.41 g mol⁻¹.



[3]
The following is a DFT calculation (ωB97M-V/def2-TZVPD) of C9H31BN2P2Pd as an isolated structure at a distorted geometry.

Atoms and positions in Å:
Pd (-0.102, 0.018, -0.242)
H (0.248, 0.067, -2.999)
H (-1.495, -0.080, -1.656)
P (0.272, -2.278, -0.246)
P (0.251, 2.314, -0.194)
C (1.962, 2.902, 0.035)
H (2.012, 4.000, 0.011)
H (2.327, 2.550, 1.010)
H (2.594, 2.495, -0.766)
C (-0.277, 3.060, -1.768)
H (-1.374, 3.014, -1.834)
H (0.055, 4.107, -1.808)
H (0.175, 2.492, -2.593)
C (-0.691, 3.202, 1.087)
H (-0.373, 2.846, 2.077)
H (-0.514, 4.285, 1.016)
H (-1.759, 2.993, 0.942)
C (0.818, -2.897, -1.870)
H (0.881, -3.995, -1.863)
H (0.121, -2.564, -2.651)
H (1.811, -2.472, -2.072)
C (1.495, -2.951, 0.928)
H (1.168, -2.722, 1.952)
H (1.602, -4.042, 0.826)
H (2.469, -2.478, 0.741)
C (-1.254, -3.198, 0.130)
H (-2.012, -2.963, -0.630)
H (-1.066, -4.281, 0.141)
H (-1.605, -2.874, 1.120)
H (-2.545, -0.919, -2.664)
H (-2.565, 0.794, -2.607)
H (-0.972, 1.003, -4.391)
H (-0.859, -1.013, -4.383)
B (-0.828, 0.003, -3.722)
N (-1.993, -0.050, -2.602)
H (0.634, 0.064, -1.870)
H (1.384, -0.007, 0.429)
C (-2.806, -0.917, 4.621)
C (-2.379, 0.360, 3.877)
C (-1.609, 0.137, 2.642)
N (-1.080, -0.030, 1.620)
H (-3.595, -1.418, 4.052)
H (-3.218, -0.694, 5.610)
H (-1.952, -1.587, 4.773)
H (-3.271, 0.962, 3.647)
H (-1.753, 0.969, 4.538)

The calculation puts the frontier orbital gap (alpha / beta) at 0.270 / 0.191 Ha. The spin multiplicity is 6. The net charge is +3. The value obtained for the LUMO energy (alpha / beta) is -9.616 / -15.490 eV. Its molecular weight is 346.54 g mol⁻¹.



[4]
The following is a DFT calculation (ωB97M-V/def2-TZVPD) of a 7-piece molecular cluster, C9H31ClO10 overall at a distorted geometry.

Atoms and positions in Å:
O (-0.427, 0.788, -0.539)
H (0.453, 0.975, -0.874)
H (-0.321, 0.568, 0.389)
H (-0.795, 0.024, -0.989)
Cl (2.105, -2.163, 1.884)
O (0.932, -2.819, 2.314)
O (3.183, -3.126, 1.764)
O (1.738, -1.552, 0.599)
O (2.472, -1.101, 2.857)
C (-0.820, -3.440, -1.635)
C (-0.510, -2.114, -2.412)
C (-0.759, -2.402, -3.871)
O (-1.376, -1.162, -2.003)
H (-0.666, -3.316, -0.563)
H (-0.154, -4.217, -2.010)
H (-1.857, -3.700, -1.849)
H (0.520, -1.775, -2.307)
H (-1.769, -2.720, -4.132)
H (-0.119, -3.231, -4.170)
H (-0.593, -1.506, -4.469)
H (-2.295, -1.383, -2.170)
C (2.844, 2.200, 1.792)
C (1.386, 2.306, 2.191)
C (0.621, 3.426, 1.422)
O (0.686, 1.132, 1.987)
H (3.339, 1.486, 2.451)
H (3.394, 3.125, 1.967)
H (2.970, 1.888, 0.756)
H (1.315, 2.522, 3.257)
H (0.659, 3.359, 0.335)
H (1.077, 4.404, 1.575)
H (-0.418, 3.530, 1.736)
H (1.124, 0.414, 2.451)
C (-2.827, 2.221, 1.696)
O (-2.998, 2.198, 0.293)
H (-2.699, 3.232, 2.085)
H (-3.669, 1.800, 2.245)
H (-1.953, 1.654, 2.019)
H (-3.942, 2.348, 0.205)
C (2.464, 0.719, -2.465)
O (1.729, 1.576, -1.677)
H (2.403, -0.200, -1.882)
H (2.222, 0.536, -3.512)
H (3.506, 1.038, -2.427)
H (2.011, 2.465, -1.901)
C (-2.748, -1.657, 1.131)
O (-1.478, -1.102, 1.516)
H (-2.924, -2.394, 1.914)
H (-3.547, -0.917, 1.099)
H (-2.692, -2.203, 0.189)
H (-0.793, -1.737, 1.737)

The calculation puts the frontier orbital gap (alpha / beta) at 0.394 / 0.141 Ha. The spin multiplicity is 2. The net charge is +1. The value obtained for the LUMO energy (alpha / beta) is -2.226 / -9.098 eV. Its molecular weight is 334.79 g mol⁻¹.